1.
Density functional theory data (ωB97M-V with the def2-TZVPD basis set) for a 9-piece molecular cluster, C26H70O9 overall at a distorted geometry.

XYZ file:
```
105
Properties=species:S:1:pos:R:3:mulliken_charge:R:1
C 5.7042 0.4339 -1.1572 -1.3488
C 4.5303 -0.5198 -1.4386 1.2032
C 4.7990 -1.6913 -2.2700 -1.4286
O 3.7478 -0.7568 -0.2461 -0.3372
H 6.1226 0.6852 -2.1501 0.3670
H 6.4177 -0.0406 -0.4557 0.3611
H 5.3542 1.3420 -0.6847 0.2356
H 3.8959 0.1025 -2.0741 -0.3128
H 5.4630 -2.4426 -1.8881 0.4034
H 5.3847 -1.3497 -3.1125 0.4211
H 3.8141 -2.0830 -2.5989 0.2638
H 4.1040 -1.5063 0.2772 0.1920
C 1.6507 1.9263 -3.2458 -1.2425
C 1.2089 1.8173 -4.6879 0.6225
C -0.2198 1.3513 -4.8667 -1.1647
O 1.2799 3.1259 -5.3047 -0.5802
H 2.7087 2.1605 -3.1958 0.4754
H 1.4987 0.9741 -2.7696 -0.0518
H 1.0034 2.6562 -2.7456 0.5825
H 1.9155 1.1122 -5.1777 0.1869
H -0.6364 1.4971 -5.8708 0.3784
H -0.8944 1.8566 -4.1668 0.1935
H -0.3036 0.3213 -4.5399 0.2771
H 1.7656 3.6854 -4.7024 0.3157
C -1.0918 -0.6579 -1.0628 -2.1220
C 0.2188 -0.3914 -0.3252 2.1761
C 0.0525 -0.6132 1.1575 0.2504
O 1.1466 -1.3633 -0.8329 -0.3781
H -1.3756 -1.6643 -0.7910 0.4529
H -0.9018 -0.7464 -2.1334 0.3885
H -1.9050 0.0699 -0.8449 0.1172
H 0.5415 0.6590 -0.6219 -0.3374
H -0.7812 -0.0229 1.5434 -0.6808
H 0.9195 -0.3133 1.7689 -0.0301
H -0.1492 -1.6393 1.4752 0.1380
H 2.0492 -1.1310 -0.5867 0.1145
C -1.7191 2.2265 2.9986 -0.0824
C -1.6599 3.4420 2.1066 0.0333
C -1.3720 3.0598 0.6247 0.0458
O -2.8631 4.2325 2.1805 -0.6503
H -1.9169 2.5113 4.0253 0.5854
H -0.7044 1.7849 2.9874 -0.2952
H -2.4096 1.4994 2.6267 -0.2243
H -0.9139 4.2036 2.3943 0.2460
H -1.3657 4.0139 0.1093 0.4219
H -2.2045 2.4041 0.1964 0.0138
H -0.4688 2.4663 0.6023 -0.4724
H -3.5894 3.8297 1.6838 0.3532
C -4.5900 1.6938 -2.4290 -1.1930
C -4.9554 0.4880 -1.5982 0.5060
C -4.4862 -0.8009 -2.1920 -0.9119
O -4.3303 0.6953 -0.3140 -0.5216
H -3.5500 1.5983 -2.6947 0.0326
H -4.7211 2.5785 -1.8053 0.3242
H -5.2421 1.8417 -3.2857 0.4542
H -6.0406 0.4236 -1.4596 0.4248
H -4.9387 -0.8536 -3.1683 0.4888
H -4.7097 -1.6410 -1.5210 0.2639
H -3.4092 -0.7758 -2.3333 -0.0545
H -4.5102 -0.0603 0.2884 0.2977
C -3.3214 -1.3754 3.4539 -1.1732
C -3.3251 -1.5905 1.9572 2.5592
C -3.0824 -3.0595 1.5394 -1.6538
O -4.6216 -1.1103 1.4748 -0.6292
H -2.5017 -1.9581 3.8762 0.2531
H -4.2352 -1.7979 3.9500 0.3913
H -3.1524 -0.3426 3.7657 0.2661
H -2.5970 -0.9260 1.4596 -1.3857
H -2.0956 -3.3855 1.8833 0.2483
H -3.1951 -3.0900 0.4724 0.3570
H -3.8283 -3.7894 1.9196 0.3733
H -5.3177 -1.4499 2.0562 0.3163
C 1.7878 -4.8385 -2.0872 -0.9536
C 0.2910 -4.6955 -1.8031 0.4439
C 0.0159 -5.0857 -0.3792 -1.0980
O -0.1454 -3.4096 -2.2112 -0.5406
H 2.2115 -5.7521 -1.7205 0.4521
H 2.1762 -4.0129 -1.4895 0.0231
H 1.9903 -4.6895 -3.1545 0.2723
H -0.2625 -5.3473 -2.4645 0.3513
H 0.5486 -4.4712 0.3456 0.1791
H 0.2327 -6.1550 -0.1941 0.4631
H -1.0666 -4.9616 -0.1505 0.1370
H 0.4670 -2.7307 -1.8502 0.1643
C 2.3974 2.3668 1.8335 -0.4588
C 3.0898 3.7230 1.6804 0.3454
C 2.4540 4.5165 0.5414 -1.0701
O 2.9633 4.4695 2.8738 -0.5786
H 2.6121 1.6113 1.0306 -0.0002
H 1.3245 2.5913 1.8858 -0.1580
H 2.6798 1.8290 2.7226 0.4735
H 4.1578 3.5183 1.4819 0.1785
H 2.5210 3.9030 -0.3630 0.0489
H 2.9867 5.4267 0.3141 0.4780
H 1.4353 4.7633 0.8155 0.3255
H 3.0997 5.3859 2.6866 0.3227
C 1.4969 -2.0885 4.2474 -0.8102
C 0.8388 -1.0567 5.1426 -0.3724
O 0.0926 -0.1314 4.3147 -0.2286
H 2.1020 -1.5950 3.4882 0.1055
H 0.7520 -2.7054 3.7483 0.1305
H 2.1006 -2.7927 4.8350 0.4202
H 1.5679 -0.5014 5.7301 0.3676
H 0.1805 -1.5593 5.8606 0.3012
H -0.1928 0.6453 4.7830 0.1746
```

## Properties
SMILES = CC(C)O.CC(C)O.CC(C)O.CC(C)O.CC(C)O.CC(C)O.CC(C)O.CC(C)O.CCO
relative energy (zero: lowest compared OMol25 entry of this formula, charge and spin) = 0.8975 eV
E_HOMO = -9.41 eV
E = -1709.71234 Eh
E_LUMO = 0.4 eV
2S+1 = 1
max |F| = 2.6 eV Å⁻¹


2.
Density functional theory data (ωB97M-V with the def2-TZVPD basis set) for C26H72F2N32O15S as an isolated structure at a distorted geometry.

XYZ file:
```
148
Properties=species:S:1:pos:R:3:mulliken_charge:R:1
C -1.4869 -1.2800 3.1755 -0.2358
C -1.2257 -2.8671 2.9279 -0.1013
C 0.3662 -3.1076 3.1324 0.3972
F 0.6824 -4.5255 3.3500 -0.4732
C 1.1426 -2.4859 1.8644 0.7848
C 0.5963 -2.4715 0.3918 0.1885
C 1.3751 -1.8094 -0.8029 0.1528
C 0.7390 -1.7819 -2.2973 0.2068
C -0.3217 -0.5421 -2.3584 -0.8141
F 1.7595 -1.5915 -3.3013 -0.3553
C 2.7671 -1.1325 -0.5484 0.1156
N 3.6841 -0.4294 -1.4248 -0.5037
S 4.9483 0.0238 -0.3527 0.2727
N 4.5497 -0.5435 1.2274 -0.6444
C 3.2752 -1.1829 0.9473 0.6159
C 2.5330 -1.8208 2.1976 -1.4771
H -1.0990 -0.9537 4.2139 0.4238
H -0.9549 -0.6399 2.3881 -0.1027
H -2.6199 -1.1322 3.0531 -0.2853
H -1.5868 -3.0838 1.8661 -0.0068
H -1.8440 -3.4370 3.7021 0.1031
H 0.6609 -2.4692 4.0545 0.3223
H -0.4220 -2.9597 0.1365 0.0497
H 0.2075 -2.7754 -2.4926 0.2385
H -1.0991 -0.8145 -3.1593 0.2958
H 0.2881 0.3884 -2.6850 0.3172
H -0.8451 -0.3696 -1.3472 0.0636
H 2.9601 -1.7973 3.2614 0.3082
C -3.6615 0.0989 0.2222 0.5408
O -3.1982 -1.0081 0.4614 -0.4075
N -4.7291 0.2856 -0.5955 -0.3803
N -3.1467 1.2301 0.7526 -0.2458
H -5.1232 1.1847 -0.8045 0.1428
H -5.1392 -0.5365 -1.0102 0.2261
H -2.3501 1.1288 1.3662 0.1659
H -3.5082 2.1488 0.5718 0.1405
C 0.0316 2.3928 3.5319 0.6432
O -0.8554 2.0775 2.7539 -0.6843
N -0.1248 3.3642 4.4634 -0.4161
N 1.2489 1.7981 3.5308 -0.3161
H 0.5910 3.6378 5.1116 0.1480
H -1.0176 3.8296 4.4956 0.2384
H 1.4039 1.0691 2.8512 0.1580
H 1.9911 2.0419 4.1612 0.1512
C 6.3871 -0.4329 -4.9657 0.6085
O 7.3530 0.1918 -5.3836 -0.6764
N 5.8689 -1.5022 -5.6218 -0.3904
N 5.7503 -0.1137 -3.8153 -0.0534
H 5.0776 -2.0281 -5.2965 0.1532
H 6.3150 -1.7725 -6.4834 0.2166
H 6.1060 0.6793 -3.2951 0.1374
H 4.9549 -0.6143 -3.4571 0.1365
C -4.9019 0.0788 5.3595 0.6632
O -3.9341 0.7042 4.9501 -0.6219
N -5.4157 -0.9894 4.7015 -0.2835
N -5.5468 0.3963 6.5059 -0.3662
H -6.2093 -1.5154 5.0226 0.2509
H -4.9642 -1.2608 3.8409 -0.0419
H -5.1963 1.1837 7.0263 0.2229
H -6.3416 -0.1061 6.8580 0.1622
C -1.8052 -5.7782 -1.0243 0.6933
O -1.3959 -4.6380 -1.1945 -0.5567
N -1.7744 -6.3924 0.1799 -0.2864
N -2.3252 -6.5250 -2.0292 -0.4848
H -2.1046 -7.3265 0.3397 0.1730
H -1.3938 -5.8697 0.9530 0.1243
H -2.3653 -6.1020 -2.9422 0.2230
H -2.6662 -7.4616 -1.9109 0.1272
C 5.8907 3.4428 -2.2531 0.6414
O 6.3632 2.3399 -2.0013 -0.7322
N 4.8247 3.6033 -3.0741 -0.2836
N 6.3862 4.5882 -1.7410 -0.3057
H 4.4184 4.4945 -3.2979 0.1002
H 4.4272 2.7693 -3.4767 0.2501
H 7.1798 4.5101 -1.1261 0.1911
H 6.0078 5.5063 -1.9412 0.1885
C 4.2814 3.7434 -7.0248 0.6207
O 3.9606 4.7627 -6.4223 -0.6928
N 4.0629 3.5789 -8.3505 -0.4154
N 4.8809 2.6971 -6.4143 -0.1531
H 4.3181 2.7529 -8.8609 0.1537
H 3.6176 4.3383 -8.8403 0.2245
H 5.0604 2.7850 -5.4259 0.0493
H 5.1522 1.8522 -6.8857 0.1230
C 4.4859 8.8203 -5.3963 0.6747
O 5.5911 9.0960 -5.8401 -0.6382
N 3.7179 9.7218 -4.7327 -0.3985
N 3.9330 7.5925 -5.5280 -0.2621
H 2.8084 9.5155 -4.3608 0.1555
H 4.0957 10.6482 -4.6148 0.2467
H 4.4725 6.8940 -6.0168 0.1599
H 3.0278 7.3449 -5.1712 0.1463
C -4.8254 -3.3751 7.3445 0.5642
O -5.4788 -2.3868 7.6587 -0.6388
N -4.6806 -4.4458 8.1652 -0.4146
N -4.1926 -3.4849 6.1553 -0.0522
H -4.1503 -5.2644 7.9279 0.1559
H -5.1375 -4.4022 9.0617 0.2251
H -4.2766 -2.7085 5.5152 -0.0046
H -3.6529 -4.2858 5.8804 0.1690
C -5.4829 -4.0954 2.3272 0.5215
O -4.5084 -4.0262 3.0697 -0.6031
N -6.4013 -5.0869 2.4187 -0.3353
N -5.7247 -3.1892 1.3553 -0.0305
H -7.2060 -5.1616 1.8220 0.1258
H -6.2561 -5.7823 3.1321 0.1928
H -5.0611 -2.4344 1.2549 0.0022
H -6.5189 -3.2273 0.7367 0.2140
C 5.8374 8.1465 -0.8439 0.6136
O 5.6208 6.9609 -1.0624 -0.7220
N 6.1482 8.6156 0.3872 -0.4192
N 5.7851 9.0893 -1.8135 -0.3138
H 6.3295 9.5823 0.5879 0.1595
H 6.1969 7.9433 1.1360 0.2332
H 5.5568 8.7791 -2.7455 0.1829
H 5.9597 10.0650 -1.6545 0.1635
C 8.4191 5.9703 -6.8186 0.5337
O 9.5250 6.2443 -7.2622 -0.6957
N 7.6510 6.8717 -6.1615 -0.1649
N 7.8646 4.7392 -6.9451 -0.2724
H 6.7417 6.6665 -5.7905 0.0682
H 8.0272 7.7987 -6.0461 0.1447
H 8.4052 4.0397 -7.4277 0.1776
H 6.9583 4.4938 -6.5878 0.2136
C 2.7599 -6.8115 1.2763 0.6023
O 1.7469 -7.2273 0.7320 -0.6614
N 3.9443 -7.4718 1.2185 -0.3995
N 2.7886 -5.6579 1.9835 -0.2464
H 4.7869 -7.1482 1.6576 0.1455
H 3.9636 -8.3354 0.7008 0.2441
H 1.9264 -5.1371 2.0500 0.1294
H 3.6097 -5.3005 2.4371 0.1743
C -8.3657 -1.0183 0.1606 0.6346
O -7.8962 -2.1205 0.4033 -0.7219
N -9.4296 -0.8400 -0.6587 -0.4362
N -7.8600 0.1193 0.6915 -0.3236
H -9.8291 0.0565 -0.8699 0.1481
H -9.8333 -1.6649 -1.0731 0.2378
H -7.0665 0.0251 1.3067 0.1667
H -8.2277 1.0351 0.5071 0.1728
C -9.7215 -5.4005 4.5175 0.7047
O -9.5454 -5.6051 3.3266 -0.6576
N -10.1921 -4.2228 4.9949 -0.4028
N -9.4612 -6.3332 5.4662 -0.4010
H -10.3436 -4.0345 5.9693 0.1644
H -10.3974 -3.5035 4.3203 0.2174
H -9.1096 -7.2228 5.1508 0.2154
H -9.5990 -6.1847 6.4494 0.1626
```

## Properties
E_HOMO = -8.00 eV
E = -4513.06919 Eh
E_LUMO = -0.8 eV
2S+1 = 1
max |F| = 6.4 eV Å⁻¹